No. 1
DFT (ωB97M-V/def2-TZVPD) results for a 2-piece molecular cluster, C4H7NO overall.

XYZ file:
```
13
Properties=species:S:1:pos:R:3:forces:R:3
C 0.33354 1.57617 -0.65943 -0.1 0.0 0.0
C 1.00271 0.93279 0.51533 -0.1 0.0 0.1
N 0.33211 0.45318 1.48296 0.4 0.1 -0.2
C -1.40077 -1.88429 0.18989 0.1 0.0 -0.1
C -0.57417 -1.77659 -0.82184 0.4 0.0 -0.5
O 0.16949 -1.65994 -1.71846 -0.6 -0.1 0.8
H 0.58774 2.64220 -0.69927 0.0 -0.2 0.0
H -0.75118 1.46968 -0.57524 0.1 0.0 0.0
H 0.67547 1.12006 -1.59516 0.0 0.1 0.1
H 2.10122 0.90471 0.48554 -0.1 0.0 0.1
H 0.95425 0.05752 2.18954 -0.1 0.0 0.0
H -1.36378 -1.10228 0.94223 0.0 -0.1 -0.1
H -2.06662 -2.73320 0.26391 0.1 0.1 -0.1
```
Positions in Å, forces in eV/Å.

## Properties
E_LUMO   0.971 eV
SMILES   [H]/N=C/C.C=C=O
ΔE to the lowest compared entry with this formula, charge and spin   48.1 kcal per mole
Total charge   0
Calculated total energy   -7797.5578 eV
Max |F|   1.0 eV Å⁻¹
Spin multiplicity   1
Orbital gap   10.05 eV

***

No. 2
DFT (ωB97M-V/def2-TZVPD) results for one molecule with the formula C2H4N2O2.

XYZ file:
```
10
Properties=species:S:1:pos:R:3:forces:R:3
C 0.86593 0.66863 0.03878 0.2 -0.3 -1.1
C -2.33209 -0.42245 -0.03716 4.6 5.7 -0.6
H 3.12113 -1.03800 0.29825 0.6 2.5 -1.5
H 1.24218 1.66330 0.09767 1.2 0.4 0.1
H -2.74873 -1.31970 0.08989 -1.0 -3.7 -0.1
H -3.00418 0.45204 0.10865 0.6 -0.4 0.0
N 1.50846 -0.45522 -0.04824 -2.8 2.7 -0.3
N -1.01561 -0.27660 -0.23217 -6.7 -6.0 0.6
O 2.86194 -0.15703 -0.17216 1.0 -3.1 2.2
O -0.49905 0.88502 -0.14352 2.2 2.3 0.7
```
Positions in Å, forces in eV/Å.

## Properties
E_LUMO   0.837 eV
SMILES   C=NO/C=N/O
ΔE to the lowest compared entry with this formula, charge and spin   153.3 kcal per mole
Total charge   0
Calculated total energy   -9208.5732 eV
Max |F|   9.0 eV Å⁻¹
Spin multiplicity   1
Orbital gap   10.13 eV

***

No. 3
DFT (ωB97M-V/def2-TZVPD) results for C30H45BaO5Si as an isolated structure.

XYZ file:
```
82
Properties=species:S:1:pos:R:3:forces:R:3
C 0.76697 -1.90753 1.77023 -0.3 0.1 -0.4
C -0.66718 -1.90066 1.69664 0.5 -0.3 -1.5
C -1.03656 -2.39004 0.41542 1.1 -0.1 0.8
H -1.35727 -1.54774 2.43120 0.0 0.2 0.1
C 0.15450 -2.75490 -0.27808 -0.4 0.2 0.3
C 1.25815 -2.44622 0.56557 0.1 0.0 0.2
H 2.32017 -2.45314 0.30885 -0.2 -0.4 0.0
H 1.37156 -1.48889 2.56870 -0.2 -0.2 -0.2
H -2.05370 -2.45979 0.08398 -0.2 -0.1 -0.3
H 0.20418 -3.11575 -1.29785 0.0 -0.1 0.0
C -1.14178 2.39096 0.27937 0.0 -0.1 0.3
C -1.05457 1.82952 1.56786 0.0 0.0 0.0
C 0.29395 1.86462 1.97622 -0.4 -0.8 0.5
H -1.85553 1.41496 2.17781 0.2 0.2 -0.3
C 1.04654 2.42743 0.93747 1.3 0.0 -0.2
C 0.16754 2.78025 -0.10423 -0.1 0.4 -0.8
H 0.44628 3.15644 -1.10456 -0.2 0.0 0.7
H -2.05724 2.47811 -0.30392 0.4 0.0 0.0
H 0.65226 1.39309 2.89968 -0.1 0.6 -0.5
H 2.15120 2.44277 0.92683 -0.6 0.4 0.0
Ba 0.78491 0.07601 -0.77500 -1.4 0.4 0.9
O -1.23041 0.37815 -2.13125 0.9 -0.6 -0.1
C -1.25982 -0.76638 -2.95530 -1.6 1.3 0.1
C -0.04387 -1.00541 -3.73091 0.6 -0.7 1.1
H -1.50515 -1.68488 -2.43827 -0.2 -0.4 0.6
H -2.08560 -0.58440 -3.67948 0.2 -0.4 0.0
H 0.69237 -1.74357 -3.42997 -0.2 -0.5 -0.1
H 0.98983 -2.02724 -5.92158 0.1 0.1 -0.1
C 0.78433 -0.96489 -6.02321 -0.3 0.5 0.3
C 0.22683 -0.29648 -4.88444 1.0 1.6 -2.9
C -0.05640 1.10114 -5.03231 -0.4 -0.5 0.0
H -0.45589 1.62813 -4.16669 0.0 -0.1 -0.1
C 0.13445 1.75596 -6.24446 0.2 -0.4 -0.2
H -0.09325 2.82390 -6.34528 0.1 -0.5 0.1
C 0.62714 1.04911 -7.35387 0.0 -0.1 0.0
H 0.77039 1.56076 -8.30919 -0.1 -0.2 0.3
C 0.94352 -0.31651 -7.24498 0.0 0.2 0.3
H 1.30863 -0.87767 -8.11315 -0.1 0.3 0.3
C 1.08814 3.59985 5.47839 0.2 0.0 0.0
C 1.19928 2.14155 5.91070 -1.2 -0.1 -0.2
C 2.34097 1.45284 5.20013 0.5 -0.1 -0.2
C 1.33164 1.99643 7.41768 0.2 0.1 0.2
O -0.08767 1.62825 5.55796 -0.1 -0.9 -0.2
Si -0.79031 0.19305 5.11793 -1.1 2.0 2.3
O -0.25599 -0.28474 3.70854 0.7 -1.0 -0.7
O -0.60907 -0.93439 6.31802 0.0 0.4 -0.8
C -0.04508 -2.23597 6.46178 -0.3 0.3 0.5
C 0.04161 -3.00384 5.16680 0.2 -0.5 -0.3
C 1.33374 -2.07715 7.08250 0.4 -0.1 0.2
C -0.99322 -2.92403 7.43980 -0.1 -0.2 0.1
O -2.36296 0.73256 5.16014 0.8 -0.6 -0.1
C -3.67638 0.19007 5.00752 0.8 0.7 0.2
C -4.06580 0.26817 3.54514 -0.3 0.0 -0.3
C -3.77302 -1.22971 5.51951 -0.4 -0.4 0.2
C -4.51630 1.14280 5.85681 -0.1 -0.1 0.0
H 1.98512 4.14968 5.74636 0.2 0.2 0.0
H 0.22441 4.05749 5.96764 0.1 0.0 0.0
H 0.94208 3.65644 4.39453 0.0 -0.1 0.2
H 3.26784 1.92593 5.53055 0.1 0.0 0.0
H 2.42692 0.38919 5.44212 -0.2 0.1 0.0
H 2.29037 1.57313 4.11516 -0.1 -0.1 0.1
H 0.47556 2.45790 7.91718 0.1 -0.1 -0.1
H 1.38798 0.94366 7.71417 -0.1 0.1 -0.1
H 2.23983 2.49502 7.75879 0.1 0.0 0.1
H -0.92817 -3.12276 4.67713 0.0 0.2 0.0
H 0.73724 -2.56161 4.45277 -0.2 0.1 0.1
H 0.40924 -4.01556 5.37730 0.0 0.1 0.0
H 1.28414 -1.47959 8.00111 0.0 -0.1 -0.2
H 1.74604 -3.05770 7.34484 0.0 0.1 0.0
H 2.03690 -1.60749 6.38292 -0.2 0.0 0.1
H -1.10166 -2.31507 8.34442 0.0 -0.1 -0.2
H -1.98154 -3.04567 6.98240 0.2 0.1 0.1
H -0.62889 -3.91130 7.72545 0.1 -0.1 0.0
H -3.46896 -0.40847 2.92275 0.0 0.2 0.1
H -5.11185 -0.02501 3.43824 -0.1 0.0 -0.1
H -3.96374 1.29062 3.16543 0.1 -0.2 0.1
H -3.50266 -1.30478 6.57633 0.2 0.1 -0.2
H -4.81545 -1.55166 5.43376 0.0 0.0 0.0
H -3.18226 -1.94105 4.93107 0.1 0.2 0.1
H -4.18605 1.09158 6.89801 0.0 0.0 -0.1
H -4.38060 2.16891 5.50317 0.0 -0.2 0.0
H -5.57092 0.88783 5.81008 -0.3 0.0 0.0
```
Positions in Å, forces in eV/Å.

## Properties
E_LUMO (alpha / beta)   -0.310 / 1.769 eV
ΔE to the lowest compared entry with this formula, charge and spin   0.0 kcal per mole
Total charge   -1
Calculated total energy   -50651.0895 eV
Max |F|   3.5 eV Å⁻¹
Spin multiplicity   1
Orbital gap (alpha / beta)   3.42 / 5.89 eV

***

No. 4
DFT (ωB97M-V/def2-TZVPD) results for a 8-piece molecular cluster, C11H38O12 overall.

XYZ file:
```
61
Properties=species:S:1:pos:R:3:forces:R:3
O 4.81217 1.21940 0.91148 0.2 -0.2 0.1
H 3.86032 1.21998 0.81033 -0.3 0.0 0.0
H 5.11859 1.89166 0.30289 0.1 0.2 -0.1
O 1.71110 2.95124 2.88796 0.3 0.1 -0.1
H 1.29056 2.17285 2.52261 -0.2 -0.3 -0.2
H 1.02380 3.37728 3.40014 -0.2 0.1 0.2
O 0.32290 0.25788 0.65307 0.1 0.3 0.1
H -0.36536 0.01996 0.03183 -0.2 0.0 -0.2
H 0.71258 -0.57747 0.91106 0.2 -0.3 0.2
C -4.13733 0.15465 -5.08201 1.1 2.3 -2.6
C -2.62099 -0.13462 -4.93165 -1.6 -0.3 -1.0
O -2.29313 -0.49183 -3.62357 0.4 0.1 0.2
O -5.03708 -0.89380 -5.07942 -0.5 -1.2 1.2
H -4.19875 0.65081 -6.05060 0.2 -0.2 -0.8
H -4.49610 1.04790 -4.57066 0.0 -0.5 1.4
H -2.03347 0.66944 -5.37483 0.0 0.6 1.0
H -2.38025 -0.91265 -5.65609 -0.1 -0.7 0.1
H -2.98483 -1.12340 -3.41318 0.1 -0.3 0.5
H -5.29515 -1.19350 -5.95417 0.3 0.2 0.0
C 3.65161 -2.65600 3.32879 1.1 0.0 -0.7
C 4.62588 -3.83829 2.77756 -2.5 0.7 0.0
O 5.84769 -4.00550 3.39221 1.4 0.7 0.2
O 2.27791 -2.66729 2.84789 1.5 -0.7 0.7
H 4.02278 -1.67386 3.03596 0.3 -0.2 -0.3
H 3.72037 -2.62811 4.41625 -0.4 -0.3 0.3
H 4.78698 -3.65181 1.71578 0.2 0.0 0.1
H 4.10139 -4.78993 2.86350 -0.6 -0.1 -0.1
H 5.81032 -4.06953 4.34935 -0.4 0.0 0.0
H 1.91909 -3.42908 3.30888 -0.6 -0.1 -0.2
C -3.02989 4.80001 -0.44976 -1.5 0.4 0.1
C -4.24368 4.66677 -1.44572 0.1 1.2 1.0
O -5.01490 5.96940 -1.57339 1.6 -2.4 0.5
O -3.42980 5.16724 0.91078 0.6 -0.7 -1.5
H -2.31342 5.51096 -0.86124 0.1 0.3 0.1
H -2.50509 3.84611 -0.39717 -0.2 -0.1 0.2
H -4.88532 3.86270 -1.08536 -0.4 0.4 0.0
H -3.87484 4.39283 -2.43417 0.1 0.0 0.0
H -4.27080 6.51679 -1.83474 -0.2 0.7 -0.2
H -4.01747 5.92365 0.84709 -0.2 0.1 -0.1
C -1.56401 0.14778 5.83510 -0.5 -0.5 -1.0
C -2.37821 0.93777 4.72544 1.5 0.7 0.0
O -1.84975 2.29758 4.70979 0.0 -0.5 0.9
O -1.91233 -1.25474 5.70005 -0.6 0.7 -0.1
H -1.76370 0.50955 6.84373 -0.4 0.0 0.0
H -0.49080 0.27727 5.69526 0.0 0.2 -0.4
H -3.46128 0.94884 4.84772 0.0 -0.2 0.5
H -2.17093 0.53520 3.73394 0.1 -0.6 0.2
H -2.08464 2.79377 3.92224 -0.3 -0.4 -0.1
H -1.21899 -1.87688 5.93204 0.3 0.5 0.1
C 2.61933 -2.17064 -4.32523 0.2 1.7 0.8
C 2.95481 -2.52563 -2.87393 0.7 -0.1 -0.7
C 2.04280 -3.58279 -2.34368 -1.3 -0.5 -0.2
O 4.26947 -3.05941 -2.89897 0.6 -0.5 0.6
H 1.60357 -1.77525 -4.32289 -0.4 -0.8 -0.8
H 2.99780 -2.88879 -5.05264 -1.0 -0.6 0.2
H 3.17342 -1.28311 -4.63079 0.4 0.3 0.3
H 2.92551 -1.66525 -2.20535 -0.1 0.3 -0.1
H 1.01508 -3.22587 -2.27670 -0.1 0.5 -0.1
H 2.24030 -3.97478 -1.34596 0.6 0.0 -0.2
H 1.95468 -4.36863 -3.09389 0.3 -0.4 0.2
H 4.90947 -2.34881 -2.98298 0.0 0.1 0.0
```
Positions in Å, forces in eV/Å.

## Properties
E_LUMO   0.161 eV
SMILES   CC(C)O.OCCO.OCCO.OCCO.OCCO.O.O.O
ΔE to the lowest compared entry with this formula, charge and spin   45.1 kcal per mole
Total charge   0
Calculated total energy   -36588.8109 eV
Max |F|   3.6 eV Å⁻¹
Spin multiplicity   1
Orbital gap   10.25 eV